Density functional theory data (the ωB97M-V functional and the def2-TZVPD basis) for a molecular structure, C50H59As2BrCoO.

Each line ends with the Löwdin charge.
Atoms and positions in Å:
Co: -0.421 1.330 0.858  0.633
C: -0.348 3.732 1.037  -0.240
C: -1.527 3.462 0.306  -0.234
C: -2.328 2.571 1.076  -0.265
C: -1.640 2.292 2.296  -0.325
C: -0.418 3.030 2.276  -0.312
C: 0.510 3.236 3.434  -0.063
C: -2.261 1.584 3.467  -0.035
C: -3.781 2.275 0.848  -0.034
C: -1.954 4.081 -0.991  -0.033
C: 0.772 4.650 0.650  -0.020
H: 1.515 3.486 3.094  0.073
H: 0.577 2.347 4.062  0.051
H: 0.149 4.057 4.060  0.089
H: -2.768 0.675 3.140  0.067
H: -3.003 2.225 3.953  0.087
H: -1.516 1.317 4.217  0.073
H: -3.968 1.219 0.666  0.011
H: -4.166 2.832 -0.005  0.075
H: -4.357 2.564 1.732  0.085
H: -2.076 3.333 -1.777  0.076
H: -1.232 4.820 -1.331  0.067
H: -2.913 4.592 -0.872  0.080
H: 1.737 4.140 0.694  0.079
H: 0.816 5.504 1.330  0.087
H: 0.643 5.029 -0.362  0.063
C: 7.115 2.024 -1.465  -0.065
C: 6.441 1.513 -0.190  -0.559
C: 6.991 0.112 0.115  -0.046
C: 6.807 2.466 0.958  -0.048
C: 4.923 1.442 -0.329  -0.177
C: 4.150 1.015 0.746  -0.092
C: 2.787 0.950 0.608  -0.521
Br: 1.752 0.309 2.095  0.917
C: 2.063 1.268 -0.567  -0.411
O: 0.768 1.123 -0.607  -0.252
C: 2.858 1.706 -1.658  -0.083
C: 4.241 1.777 -1.492  0.012
C: 2.307 2.110 -3.039  -0.527
C: 2.930 1.195 -4.106  -0.044
C: 2.705 3.570 -3.312  -0.042
C: 0.785 2.021 -3.191  -0.058
H: 8.196 2.059 -1.316  0.085
H: 6.778 3.032 -1.713  0.087
H: 6.917 1.365 -2.312  0.086
H: 8.075 0.151 0.251  0.084
H: 6.776 -0.570 -0.711  0.079
H: 6.551 -0.303 1.023  0.079
H: 7.893 2.536 1.060  0.083
H: 6.401 2.122 1.909  0.076
H: 6.416 3.465 0.760  0.090
H: 4.601 0.727 1.687  0.104
H: 4.820 2.120 -2.338  0.090
H: 4.015 1.297 -4.146  0.074
H: 2.533 1.445 -5.093  0.084
H: 2.694 0.150 -3.893  0.089
H: 3.787 3.703 -3.318  0.075
H: 2.287 4.223 -2.543  0.082
H: 2.323 3.891 -4.285  0.085
H: 0.426 1.004 -3.045  0.082
H: 0.513 2.344 -4.201  0.085
H: 0.277 2.665 -2.475  0.067
C: -1.371 -3.137 -1.159  -0.436
C: -2.760 -3.266 -0.531  -0.450
As: -3.455 -1.545 0.141  1.286
C: -4.930 -2.195 1.258  -0.402
C: -5.245 -3.537 1.440  -0.112
C: -6.278 -3.918 2.286  -0.086
C: -7.018 -2.959 2.961  -0.092
C: -6.715 -1.616 2.789  -0.086
C: -5.680 -1.243 1.947  -0.122
C: -4.463 -1.122 -1.491  -0.393
C: -5.668 -1.732 -1.819  -0.106
C: -6.314 -1.422 -3.008  -0.086
C: -5.754 -0.502 -3.884  -0.093
C: -4.545 0.102 -3.572  -0.090
C: -3.906 -0.205 -2.380  -0.127
As: -0.085 -2.123 -0.025  1.286
C: 1.569 -3.073 -0.530  -0.365
C: 1.708 -4.454 -0.641  -0.121
C: 2.941 -5.028 -0.908  -0.087
C: 4.059 -4.228 -1.097  -0.088
C: 3.926 -2.848 -1.048  -0.074
C: 2.692 -2.282 -0.764  -0.109
C: -0.510 -2.986 1.705  -0.393
C: -0.517 -4.356 1.952  -0.109
C: -0.827 -4.856 3.209  -0.082
C: -1.153 -3.992 4.244  -0.088
C: -1.183 -2.626 4.009  -0.081
C: -0.866 -2.135 2.751  -0.171
H: -1.444 -2.602 -2.109  0.059
H: -0.962 -4.123 -1.384  0.053
H: -2.718 -3.965 0.303  0.041
H: -3.476 -3.648 -1.260  0.072
H: -4.691 -4.310 0.922  0.088
H: -6.504 -4.969 2.415  0.102
H: -7.829 -3.260 3.612  0.101
H: -7.280 -0.857 3.317  0.103
H: -5.461 -0.189 1.811  0.084
H: -6.106 -2.457 -1.142  0.098
H: -7.257 -1.896 -3.248  0.102
H: -6.260 -0.261 -4.810  0.101
H: -4.107 0.817 -4.257  0.102
H: -2.962 0.271 -2.127  0.091
H: 0.849 -5.104 -0.543  0.077
H: 3.029 -6.106 -0.968  0.102
H: 5.024 -4.679 -1.289  0.102
H: 4.782 -2.210 -1.227  0.094
H: 2.600 -1.204 -0.732  0.070
H: -0.288 -5.059 1.164  0.084
H: -0.813 -5.926 3.378  0.103
H: -1.383 -4.381 5.228  0.102
H: -1.449 -1.944 4.806  0.103
H: -0.893 -1.064 2.577  0.038

Properties
HOMO (spin up / spin down): -7.306 / -7.390 eV
Orbital gap (spin up / spin down): 7.96 / 7.86 eV
Calculated total energy: -284201.9587 eV
E_LUMO (spin up / spin down): 0.7 / 0.5 eV
Spin multiplicity: 4
<S²>: 3.764



Density functional theory data (the ωB97M-V functional and the def2-TZVPD basis) for 6 unconnected molecules or ions with the total composition C30H34N6O10 in a non-equilibrium geometry.

Each line ends with the Löwdin charge.
Atoms and positions in Å:
C: -13.782 -9.048 -40.917  -0.010
C: -15.325 -9.199 -41.022  -0.003
C: -16.202 -7.993 -40.863  0.044
C: -15.524 -6.695 -40.466  -0.081
C: -13.974 -6.532 -40.554  0.086
C: -13.101 -7.778 -40.666  -0.026
N: -16.376 -5.532 -40.299  -0.357
O: -17.603 -5.620 -40.465  0.037
O: -15.802 -4.508 -39.927  0.025
H: -13.222 -10.006 -41.071  0.090
H: -15.615 -10.141 -40.905  0.025
H: -17.250 -8.150 -40.971  0.073
H: -13.524 -5.562 -40.278  0.093
H: -12.116 -7.638 -40.772  0.012
C: -14.248 0.656 -39.002  -0.090
C: -12.786 1.067 -38.900  -0.009
C: -11.745 0.121 -39.547  0.064
C: -12.297 -1.111 -40.464  -0.043
C: -13.806 -1.427 -40.336  0.053
C: -14.718 -0.467 -39.616  -0.086
N: -11.265 -1.984 -41.138  -0.347
O: -11.642 -3.192 -41.327  -0.026
O: -10.105 -1.743 -41.237  0.097
H: -15.019 1.311 -38.608  0.096
H: -12.558 2.099 -38.556  0.090
H: -10.782 0.499 -39.766  0.053
H: -13.982 -2.513 -40.839  0.134
H: -15.616 -0.858 -39.432  0.036
C: -9.303 -14.443 -39.142  -0.070
C: -10.546 -13.696 -39.751  -0.005
C: -10.323 -12.231 -39.939  0.003
C: -9.091 -11.469 -39.442  -0.065
C: -7.834 -12.252 -38.965  0.093
C: -8.073 -13.801 -38.803  -0.063
N: -8.950 -9.986 -39.405  -0.396
O: -9.923 -9.306 -39.692  0.047
O: -7.894 -9.535 -39.120  0.088
H: -9.425 -15.355 -38.704  0.044
H: -11.426 -14.331 -39.924  0.084
H: -11.080 -11.545 -40.411  0.088
H: -6.861 -11.930 -38.765  0.062
H: -7.204 -14.530 -38.841  0.108
C: -9.463 -5.562 -41.341  -0.114
C: -8.152 -6.236 -40.926  -0.029
C: -7.786 -7.556 -41.538  0.033
C: -8.816 -8.261 -42.549  -0.074
C: -10.021 -7.389 -42.910  0.036
C: -10.299 -6.092 -42.240  -0.136
N: -8.502 -9.467 -43.285  -0.360
O: -7.438 -10.153 -42.959  0.011
O: -9.250 -9.671 -44.180  0.091
H: -9.627 -4.576 -40.733  0.115
H: -7.387 -5.811 -40.036  0.154
H: -6.961 -8.113 -41.393  0.029
H: -10.606 -7.747 -43.745  0.088
H: -11.420 -5.728 -42.394  0.136
C: -21.512 -5.493 -40.638  -0.327
O: -22.144 -4.496 -40.652  0.061
N: -21.878 -6.664 -41.347  -0.201
C: -20.895 -7.745 -41.615  -0.050
C: -23.135 -6.813 -41.896  -0.132
H: -20.469 -5.817 -40.143  0.158
H: -20.821 -8.301 -40.636  0.105
H: -19.956 -7.598 -41.919  0.021
H: -21.195 -8.621 -42.151  0.076
H: -23.213 -6.345 -42.922  0.103
H: -23.910 -6.316 -41.328  0.081
H: -23.567 -7.844 -42.097  0.106
C: -19.037 -2.457 -36.002  -0.294
O: -18.952 -3.191 -34.910  -0.098
N: -18.468 -2.755 -37.132  -0.174
C: -18.550 -2.068 -38.433  -0.040
C: -17.751 -3.994 -37.357  -0.054
H: -19.756 -1.594 -36.120  0.146
H: -19.627 -2.199 -38.782  0.115
H: -18.015 -2.371 -39.328  0.084
H: -18.521 -1.037 -38.242  0.061
H: -18.111 -4.481 -38.221  0.040
H: -17.707 -4.686 -36.526  0.091
H: -16.718 -3.871 -37.846  0.097

Properties
HOMO: -8.936 eV
Orbital gap: 7.44 eV
Calculated total energy: -61049.6330 eV
E_LUMO: -1.5 eV
SMILES: O=[N+]([O-])c1ccccc1.O=[N+]([O-])c1ccccc1.O=[N+]([O-])c1ccccc1.O=[N+]([O-])c1ccccc1.CN(C)C=O.CN(C)C=O
Energy relative to the best compared isomer or geometry (same formula, charge and spin): 181.7 kJ/mol



Density functional theory data (the ωB97M-V functional and the def2-TZVPD basis) for 3 unconnected molecules or ions with the total composition C2H2N3O in a non-equilibrium geometry.

Each line ends with the Löwdin charge.
Atoms and positions in Å:
C: -0.360 -0.177 -0.309  0.077
C: 2.790 -0.366 0.289  0.226
N: -3.222 0.544 -0.042  0.033
N: -4.157 1.064 -0.206  0.116
N: 0.722 -0.548 -0.331  0.092
O: 3.143 0.709 -0.028  0.286
H: -1.474 0.012 -0.220  0.023
H: 2.559 -1.237 0.847  0.148

Properties
HOMO: -18.185 eV
Total charge: +1
Orbital gap: 11.60 eV
Calculated total energy: -8614.5441 eV
E_LUMO: -6.6 eV
Energy relative to the best compared isomer or geometry (same formula, charge and spin): 29.9 kJ/mol



Density functional theory data (the ωB97M-V functional and the def2-TZVPD basis) for a molecular structure, C37H31BN5O4P2Se2Ti in a non-equilibrium geometry.

Each line ends with the Löwdin charge.
Atoms and positions in Å:
Ti: -1.450 1.060 2.272  0.812
Se: -1.019 -3.503 -2.627  0.315
P: 0.521 -2.930 -1.294  0.542
C: 2.078 -2.565 -2.147  -0.377
C: 2.381 -3.280 -3.305  -0.117
C: 3.579 -3.064 -3.954  -0.088
C: 4.479 -2.130 -3.456  -0.091
C: 4.168 -1.405 -2.313  -0.086
C: 2.975 -1.619 -1.655  -0.078
C: 0.945 -4.246 -0.119  -0.344
C: -0.010 -4.629 0.820  -0.101
C: 0.314 -5.564 1.784  -0.077
C: 1.578 -6.136 1.805  -0.093
C: 2.516 -5.778 0.849  -0.092
C: 2.204 -4.831 -0.109  -0.077
C: 0.152 -1.582 -0.190  -0.391
C: -0.262 -0.242 -0.354  -0.365
N: -0.385 0.246 0.902  -0.166
N: -0.119 -0.740 1.760  -0.043
N: 0.204 -1.826 1.128  0.047
P: -0.496 0.864 -1.730  0.579
Se: -1.041 2.776 -1.009  0.415
C: 0.996 0.884 -2.758  -0.328
C: 1.963 1.852 -2.483  -0.101
C: 3.111 1.922 -3.242  -0.081
C: 3.308 1.028 -4.288  -0.090
C: 2.368 0.037 -4.535  -0.096
C: 1.227 -0.057 -3.766  -0.102
C: -1.834 0.113 -2.706  -0.362
C: -2.843 -0.530 -1.999  -0.123
C: -3.894 -1.116 -2.678  -0.093
C: -3.947 -1.043 -4.060  -0.094
C: -2.961 -0.367 -4.762  -0.088
C: -1.909 0.227 -4.088  -0.100
H: 1.657 -3.989 -3.685  0.071
H: 3.811 -3.618 -4.854  0.103
H: 5.414 -1.956 -3.968  0.102
H: 4.860 -0.663 -1.945  0.109
H: 2.719 -1.052 -0.771  0.112
H: -0.993 -4.181 0.790  0.107
H: -0.417 -5.847 2.529  0.103
H: 1.835 -6.861 2.566  0.097
H: 3.499 -6.229 0.860  0.098
H: 2.939 -4.538 -0.847  0.098
H: 1.780 2.552 -1.680  0.072
H: 3.852 2.681 -3.030  0.102
H: 4.192 1.091 -4.905  0.102
H: 2.535 -0.674 -5.332  0.107
H: 0.510 -0.846 -3.949  0.091
H: -2.783 -0.588 -0.917  0.077
H: -4.657 -1.647 -2.126  0.108
H: -4.747 -1.531 -4.600  0.098
H: -3.004 -0.316 -5.842  0.099
H: -1.135 0.756 -4.626  0.104
O: -2.611 0.649 4.002  -0.067
C: -1.543 0.547 4.624  -0.523
O: -0.436 0.832 4.146  -0.110
H: -1.577 0.180 5.685  0.143
C: 2.454 -0.066 3.363  -0.064
C: 1.870 1.057 2.677  -0.280
N: 1.360 1.921 2.122  0.196
H: 1.728 -0.401 4.102  0.077
H: 3.390 0.207 3.849  0.080
H: 2.626 -0.878 2.656  0.075
C: -4.270 2.219 0.577  -0.099
C: -3.340 1.241 1.130  -0.448
N: -3.041 0.103 1.297  0.020
H: -3.750 3.147 0.341  0.043
H: -5.045 2.422 1.318  0.083
H: -4.726 1.812 -0.330  0.072
O: -2.768 3.662 3.158  0.113
B: -1.541 3.123 2.666  -0.551
O: -0.512 3.917 3.184  0.115
C: -1.063 4.861 3.968  -0.216
C: -0.459 5.835 4.735  -0.008
C: -1.282 6.651 5.497  -0.122
C: -2.660 6.493 5.492  -0.123
C: -3.273 5.515 4.720  -0.009
C: -2.459 4.700 3.960  -0.216
H: 0.615 5.940 4.747  0.111
H: -0.840 7.420 6.114  0.088
H: -3.268 7.144 6.103  0.088
H: -4.343 5.382 4.734  0.109

Properties
HOMO (spin up / spin down): -2.966 / -2.965 eV
Total charge: -1
Orbital gap (spin up / spin down): 5.19 / 5.19 eV
Calculated total energy: -227579.1127 eV
E_LUMO (spin up / spin down): 2.2 / 2.2 eV
Energy relative to the best compared isomer or geometry (same formula, charge and spin): 135.2 kJ/mol



Which value of calculated total energy does entry 1 give?
-284201.9587 eV